Below is a structure of composition C13H4Cl5NO8RuS4SbSe, with properties calculated with ωB97M-V with the def2-TZVPD basis set.

The geometry in XYZ format:
```
38
Properties=species:S:1:pos:R:3
Ru 1.06 1.04 1.50
S 5.84 3.77 1.59
Sb 3.71 2.96 2.17
S 3.87 0.58 2.02
S 2.52 2.59 0.13
Cl -1.02 -5.90 1.54
C -0.36 -4.33 1.18
C -1.06 -3.18 1.54
Cl -2.59 -3.30 2.34
C -0.53 -1.92 1.27
Cl -1.41 -0.51 1.70
C 0.71 -1.76 0.64
O 1.24 -0.61 0.34
C 1.39 -2.94 0.27
Cl 2.92 -2.76 -0.50
C 0.87 -4.20 0.54
Cl 1.75 -5.61 0.09
O -0.17 1.51 5.26
Se 1.09 1.42 4.27
O 2.54 1.73 4.94
O 1.10 0.00 3.36
O 0.96 2.47 2.90
O -3.50 3.64 -2.64
S -3.38 2.43 -1.87
O -4.59 1.67 -1.65
N -2.59 2.68 -0.49
C -1.39 2.10 -0.49
O -0.57 2.17 0.45
C -1.09 1.33 -1.75
C 0.05 0.61 -2.08
C 0.07 -0.05 -3.30
C -1.02 0.01 -4.18
C -2.15 0.75 -3.85
C -2.15 1.39 -2.62
H 0.89 0.55 -1.40
H 0.94 -0.64 -3.58
H -0.98 -0.51 -5.12
H -2.99 0.82 -4.52
```

As for the largest force on an atom: 0.0148 hartree/bohr. The value obtained for the LUMO energy (spin up / spin down) is 3.7 / 2.3 eV. For the HOMO-LUMO gap (spin up / spin down), the calculation gives 7.075 / 5.454 eV. The multiplicity is 6. The total charge is -2. The calculation puts the total energy at -211835.010 eV. As for the relative energy (zero: lowest compared OMol25 entry of this formula, charge and spin): 33.6 kJ/mol.

***

Below is a structure of composition C33H28EuF4N5O9PSb, with properties calculated with ωB97M-V with the def2-TZVPD basis set.

The geometry in XYZ format:
```
82
Properties=species:S:1:pos:R:3
Eu 0.03 2.13 0.38
O -5.52 0.63 2.77
C -5.52 1.94 2.60
O -6.47 2.66 2.83
C -4.24 2.55 2.11
C -4.06 3.91 2.05
N -2.82 4.18 1.49
N -2.11 3.06 1.24
C -2.95 2.03 1.58
C -2.68 0.64 1.24
O -3.57 -0.22 1.45
O -1.54 0.35 0.70
H -4.70 0.21 2.25
H -4.69 4.72 2.37
H -2.38 5.09 1.36
F 3.93 -7.75 -1.56
C 3.17 -6.68 -1.30
C 3.19 -6.02 -0.05
C 2.30 -4.93 0.12
C 1.36 -4.60 -0.85
C 1.35 -5.29 -2.04
C 2.31 -6.29 -2.30
Sb -0.09 -3.00 -0.45
C -0.09 -2.89 1.69
C -0.77 -3.77 2.54
C -0.76 -3.56 3.94
C -0.05 -2.50 4.43
F 0.09 -2.42 5.79
C 0.56 -1.56 3.62
C 0.57 -1.81 2.23
C -2.01 -4.01 -0.32
C -2.17 -5.33 -0.67
C -3.44 -5.88 -0.80
C -4.53 -5.11 -0.44
F -5.78 -5.58 -0.68
C -4.39 -3.82 0.10
C -3.11 -3.29 0.13
H 3.85 -6.21 0.78
H 2.31 -4.42 1.05
H 0.66 -5.15 -2.83
H 2.43 -6.74 -3.33
H -1.27 -4.64 2.16
H -1.27 -4.24 4.62
H 1.00 -0.67 3.94
H 1.04 -1.13 1.56
H -1.28 -5.94 -0.87
H -3.57 -6.95 -1.17
H -5.22 -3.22 0.46
H -2.98 -2.32 0.64
C 3.96 1.98 -0.62
P 2.97 0.45 -0.98
C 2.99 0.28 -2.82
C 3.98 -0.82 -0.24
O 1.53 0.42 -0.44
H 5.02 1.81 -0.48
H 3.61 2.38 0.34
H 3.76 2.75 -1.33
H 2.51 -0.64 -3.06
H 4.00 0.29 -3.19
H 2.42 1.09 -3.25
H 5.08 -0.79 -0.52
H 3.63 -1.80 -0.51
H 3.92 -0.73 0.80
N 2.08 1.85 3.42
C 1.46 1.88 2.42
F -0.65 9.03 -1.41
C 0.24 8.11 -1.81
C -0.17 7.00 -2.47
N 0.63 5.94 -2.78
C 0.09 4.61 -2.99
C -0.05 3.79 -1.71
O -0.45 2.62 -1.91
O 0.42 4.21 -0.59
C 2.02 5.95 -2.51
O 2.82 5.06 -2.77
N 2.40 7.14 -1.82
C 1.60 8.14 -1.31
O 1.98 9.03 -0.55
H -1.19 6.96 -2.74
H 0.82 4.02 -3.65
H -0.95 4.65 -3.43
H 3.42 7.17 -1.66
```

As for the largest force on an atom: 0.0675 hartree/bohr. The value obtained for the LUMO energy (spin up / spin down) is 2.0 / 2.0 eV. For the HOMO-LUMO gap (spin up / spin down), the calculation gives 5.395 / 8.202 eV. The multiplicity is 8. The total charge is -1. The calculation puts the total energy at -106584.899 eV. As for the relative energy (zero: lowest compared OMol25 entry of this formula, charge and spin): 1.5 kJ/mol.

***

Below is the ion C4H11N2O with charge +1, with properties calculated with ωB97M-V with the def2-TZVPD basis set.

The geometry in XYZ format:
```
18
Properties=species:S:1:pos:R:3
N 1.13 -1.74 0.10
C 1.01 -0.62 1.08
C -0.45 -0.10 1.06
N -1.11 -0.17 -0.24
C -1.19 0.97 -1.22
C -0.06 1.99 -1.07
O 1.08 1.64 -0.87
H 2.11 -2.03 -0.01
H 0.56 -2.53 0.40
H 0.69 -1.40 -0.75
H 1.67 0.14 0.71
H 1.35 -0.92 2.06
H -1.00 -0.80 1.68
H -0.41 0.86 1.58
H -2.06 -0.39 0.00
H -2.12 1.49 -0.98
H -0.92 0.59 -2.20
H -0.27 3.03 -1.34
```

As for the largest force on an atom: 0.0521 hartree/bohr. The value obtained for the LUMO energy is -3.3 eV. For the HOMO-LUMO gap, the calculation gives 10.218 eV. The total charge is +1. The calculation puts the total energy at -9346.603 eV. As for the relative energy (zero: lowest compared OMol25 entry of this formula, charge and spin): 217.5 kJ/mol. The SMILES is [NH3+]CCNCC=O.

***

Below is a structure of composition C35H37FeNO2P2, with properties calculated with ωB97M-V with the def2-TZVPD basis set.

The geometry in XYZ format:
```
78
Properties=species:S:1:pos:R:3
Fe -0.79 -0.41 0.99
C -1.83 -2.11 -2.07
C -0.81 -1.61 -2.78
C -1.03 -0.63 -3.91
C -2.07 0.52 -3.70
C -2.35 0.99 -2.32
C -3.21 0.37 -1.52
C -4.05 -0.78 -1.95
C -3.23 -1.95 -2.59
C 1.06 0.76 2.30
H -1.71 -2.77 -1.21
H 0.18 -2.09 -2.77
H -1.34 -1.18 -4.82
H -0.09 -0.13 -4.19
H -1.63 1.37 -4.21
H -2.95 0.31 -4.30
H -2.00 2.01 -2.09
H -3.62 0.83 -0.63
H -4.80 -0.46 -2.70
H -4.64 -1.22 -1.13
H -3.79 -2.87 -2.37
H -3.30 -1.85 -3.68
H 0.72 -0.01 2.99
H 1.21 1.64 2.97
H 2.03 0.53 1.85
P 1.52 -1.07 -0.18
P -0.08 1.83 1.35
C 0.64 0.24 -0.99
C 0.02 1.32 -0.33
C 3.12 -1.18 -0.96
C 3.30 -1.12 -2.34
C 4.59 -1.32 -2.84
C 5.67 -1.46 -1.96
C 5.48 -1.42 -0.58
C 4.22 -1.27 -0.07
C 0.86 -2.75 0.21
C -0.18 -2.87 1.17
C -0.58 -4.12 1.59
C 0.04 -5.25 1.10
C 1.09 -5.14 0.18
C 1.52 -3.90 -0.29
C 0.36 3.55 1.31
C 1.62 3.93 0.78
C 1.99 5.27 0.81
C 1.05 6.21 1.25
C -0.26 5.85 1.61
C -0.62 4.51 1.58
C -1.66 1.60 2.21
C -1.67 1.38 3.61
C -2.87 1.09 4.23
C -4.04 0.95 3.48
C -4.04 1.16 2.09
C -2.86 1.56 1.48
H 0.67 0.15 -2.09
H -0.51 2.06 -0.94
H 2.46 -0.95 -3.01
H 4.77 -1.33 -3.91
H 6.67 -1.59 -2.34
H 6.31 -1.48 0.12
H 3.99 -1.22 0.98
H -0.71 -2.10 1.78
H -1.38 -4.08 2.33
H -0.34 -6.18 1.47
H 1.56 -6.04 -0.16
H 2.33 -3.81 -1.03
H 2.26 3.17 0.32
H 2.99 5.57 0.49
H 1.34 7.26 1.26
H -0.98 6.61 1.89
H -1.65 4.21 1.73
H -0.73 1.47 4.13
H -2.88 0.98 5.31
H -4.96 0.72 4.00
H -4.97 1.02 1.53
H -2.84 1.88 0.42
O 5.16 -0.65 3.13
N 3.98 -0.75 3.47
O 3.27 -1.78 3.45
```

As for the largest force on an atom: 0.0950 hartree/bohr. The value obtained for the LUMO energy (spin up / spin down) is -0.6 / -2.6 eV. For the HOMO-LUMO gap (spin up / spin down), the calculation gives 3.471 / 1.986 eV. The multiplicity is 5. The total charge is 0. The calculation puts the total energy at -95431.436 eV. As for the relative energy (zero: lowest compared OMol25 entry of this formula, charge and spin): 153.6 kJ/mol.